Density functional theory data (the ωB97M-V functional and the def2-TZVPD basis) for a single C5H6ClF molecule.

Output
SMILES   C=C/C=C(/Cl)CF
LUMO energy   0.435 eV
Charge   0
Orbital gap   9.3246 eV

XYZ file:
```
13
C5H6ClF, DFT the ωB97M-V functional and the def2-TZVPD basis
C -1.62016 -0.41359 -0.58883
C -0.98680 -1.38796 0.20264
C 0.49375 -1.03581 0.31563
C 1.14734 0.04672 0.04059
Cl 2.97316 -0.25754 -0.25192
C 0.78859 1.43583 0.23573
F -0.62883 1.61524 -0.00817
H -1.19677 0.44522 -1.16200
H -2.88613 -0.30925 -0.70954
H -1.79989 -2.15491 0.62308
H 1.12482 -1.93529 0.35088
H 1.39310 2.25826 -0.40831
H 1.19781 1.69307 1.36023
```